Version a
8
Properties=species:S:1:pos:R:3 method="wB97M-V/def2-TZVPD" lumo_energy_ev=-1.04 charge=0 smiles="O=NN=C=S.O" homo_ev=-9.53 multiplicity=1
C 2.473 -1.231 0.040
N 2.803 -0.071 0.248
N 3.346 0.988 -0.323
O -0.435 -0.419 -0.657
O 3.405 2.008 0.340
S 2.089 -2.712 0.057
H -0.667 0.459 -0.972
H -1.052 -1.167 -0.310

***

Version b
8
Properties=species:S:1:pos:R:3 method="wB97M-V/def2-TZVPD" lumo_energy_ev=-1.43 charge=0 smiles="O=[N+]([O-])NC=S" homo_ev=-10.19 multiplicity=1
C -0.855 -0.727 -0.259
N 0.332 0.036 0.809
N 1.580 0.204 0.266
O 1.796 -0.394 -0.777
O 2.389 0.895 0.858
S -2.284 -0.083 -0.319
H -0.137 -1.202 -0.851
H 0.001 0.515 1.680

***

Most stable structure - version a; separation to the second - 1.422 eV.